Below is a molecular structure, C37H25FN5O7PZr, with properties calculated with ωB97M-V/def2-TZVPD.

## Properties
Molecular weight = 792.83 g mol⁻¹
Strongest force on any atom = 1.1 eV/Å
Total charge = +2
ΔE to the lowest compared entry with this formula, charge and spin = 0.188 eV

Geometry (Å):
1 Zr 0.03580 0.38781 -0.32714
2 P 0.75552 -2.16762 0.67853
3 F 4.61218 4.57088 3.34494
4 O 4.62096 4.88150 0.58389
5 O -7.40511 -0.15327 0.13066
6 O 0.65139 2.68124 0.25863
7 O 1.80551 0.82651 -1.42369
8 O 1.21759 0.45072 1.49714
9 O -0.94117 0.75571 1.56111
10 O -6.35366 -2.00491 0.42624
11 N 2.62710 3.78305 0.46079
12 N 1.53640 3.00067 2.33281
13 N -1.61056 1.79302 -1.18013
14 N -6.42589 -0.84959 0.05686
15 N -1.63805 -0.85901 -1.31497
16 C -2.81259 -0.26255 -0.95350
17 C -1.10639 -2.31815 4.26290
18 C -1.65907 -2.14809 -1.61022
19 C 3.53148 -2.88179 0.85996
20 C 2.58210 3.47692 3.13352
21 C -5.15879 1.14730 -0.33794
22 C 2.55970 -2.08181 0.27193
23 C -5.15588 -0.19210 -0.35269
24 C -3.95712 -2.35792 -1.01030
25 C -1.60939 3.11557 -1.28758
26 C 1.56898 3.13643 0.98469
27 C -0.45734 -6.09572 0.32126
28 C 0.21004 1.03522 2.01098
29 C 0.45683 2.20323 2.92236
30 C -0.02854 -6.41896 -0.95536
31 C 1.23663 -2.14284 4.76962
32 C 4.85189 -2.77792 0.44045
33 C 0.51414 -2.24392 2.47083
34 C 0.86282 -4.20399 -1.20990
35 C -2.80527 -2.92594 -1.48500
36 C -0.23551 -4.82224 0.83860
37 C 2.95647 -1.19094 -0.74558
38 C -2.79254 1.17943 -0.90511
39 C -3.99506 -0.96903 -0.73678
40 C -0.08115 -2.23716 5.19694
41 C 5.23280 -1.87842 -0.55697
42 C 0.42006 -3.86131 0.07328
43 C 4.28368 -1.07649 -1.15972
44 C -3.96468 1.87284 -0.65852
45 C 0.63943 -5.46992 -1.72281
46 C 1.83846 -0.39802 -1.17279
47 C 3.73327 4.33141 1.16180
48 C 1.53418 -2.14287 3.41275
49 C -3.92700 3.27606 -0.75569
50 C -0.80994 -2.30951 2.90789
51 C -2.75518 3.89257 -1.10413
52 C 3.62253 4.11286 2.60602
53 H -1.62268 -2.35954 2.18901
54 H -4.82696 3.85161 -0.57568
55 H -0.66141 3.57546 -1.52040
56 H 6.26860 -1.82009 -0.86300
57 H 3.26445 -3.60673 1.61841
58 H 4.55370 -0.38486 -1.94718
59 H 0.77603 1.84762 3.90122
60 H 2.03824 -2.07817 5.49363
61 H -6.06989 1.67342 -0.08564
62 H -0.45665 2.78541 3.02338
63 H -2.13540 -2.38679 4.59040
64 H -2.76236 -3.97489 -1.74423
65 H 2.56526 -2.05369 3.09940
66 H 2.66197 3.86545 -0.54769
67 H 2.49586 3.31122 4.19764
68 H -0.30852 -2.24760 6.25492
69 H -4.84160 -2.95684 -0.87667
70 H -0.56560 -4.59972 1.84406
71 H -0.19747 -7.41220 -1.35012
72 H -2.69252 4.96470 -1.22165
73 H 1.41662 -3.48784 -1.80954
74 H 0.99773 -5.72285 -2.71196
75 H -0.95849 -6.83840 0.92827
76 H -0.73659 -2.58191 -1.95634
77 H 5.60074 -3.41809 0.88938

Atomic partial charges in e from the Löwdin method, atoms 1 to 4: number 1, Zr, carries 1.76; number 2, P, carries 1.10; number 3, F, carries 0.15; number 4, O, carries 0.18